(1)
{
  "formula": "C5H8O2",
  "method": "ωB97M-V/def2-TZVPD",
  "homo_energy_ev": -9.1,
  "e_above_lowest_kcal_mol": 58.0,
  "orbital_gap_ev": 9.9,
  "total_charge": 0,
  "e_tot_ev": -9407.3180,
  "symbols": ["C", "C", "C", "C", "O", "C", "O", "H", "H", "H", "H", "H", "H", "H", "H"],
  "positions_angstrom": [[-1.062, 1.658, 0.147], [-0.170, 0.521, -0.240], [1.297, 0.381, 0.095], [0.333, -0.735, 0.401], [0.060, -1.272, 1.649], [-0.035, -1.403, -0.911], [-0.439, -0.143, -1.480], [-0.983, 2.477, -0.578], [-0.777, 2.051, 1.127], [-2.109, 1.344, 0.186], [2.031, 0.295, -0.709], [1.606, 0.964, 0.958], [0.361, -2.189, 1.642], [0.776, -1.871, -1.485], [-0.890, -2.079, -0.801]],
  "mulliken_charge": [-1.39, 0.90, -0.87, 0.52, -0.52, -0.52, -0.46, 0.35, 0.32, 0.31, 0.21, 0.28, 0.32, 0.25, 0.30]
}

***

(2)
{
  "formula": "C5H8O2",
  "method": "ωB97M-V/def2-TZVPD",
  "homo_energy_ev": -8.9,
  "e_above_lowest_kcal_mol": 90.3,
  "orbital_gap_ev": 9.6,
  "total_charge": 0,
  "e_tot_ev": -9405.9143,
  "symbols": ["O", "C", "C", "C", "C", "O", "C", "H", "H", "H", "H", "H", "H", "H", "H"],
  "positions_angstrom": [[2.049, 1.011, -1.463], [1.070, 1.436, -0.707], [-0.234, 0.754, -1.068], [-0.685, -0.084, 0.122], [-1.765, 0.374, 0.997], [-1.991, -0.629, 0.008], [0.391, -1.008, 0.637], [1.769, 0.349, -2.141], [1.252, -0.417, 0.950], [-0.169, 0.088, -1.961], [-0.974, 1.537, -1.274], [-1.800, 0.023, 2.030], [-2.248, 1.334, 0.811], [0.718, -1.698, -0.151], [0.050, -1.594, 1.491]],
  "mulliken_charge": [-0.23, -0.45, -0.41, 1.18, -0.68, -0.50, -1.46, 0.32, 0.38, 0.28, 0.34, 0.25, 0.26, 0.29, 0.42]
}

***

(3)
{
  "formula": "C5H8O2",
  "method": "ωB97M-V/def2-TZVPD",
  "homo_energy_ev": -8.1,
  "e_above_lowest_kcal_mol": 125.2,
  "orbital_gap_ev": 8.7,
  "total_charge": 0,
  "e_tot_ev": -9404.4010,
  "symbols": ["C", "C", "C", "O", "C", "C", "O", "H", "H", "H", "H", "H", "H", "H", "H"],
  "positions_angstrom": [[-1.346, 0.940, -0.315], [-0.222, 0.001, 0.022], [0.085, -0.448, 1.450], [1.485, -0.259, 1.256], [1.275, 0.264, -0.093], [1.541, -0.726, -1.191], [-0.264, -1.111, -0.962], [-1.461, 1.727, 0.437], [-1.177, 1.409, -1.290], [-2.275, 0.364, -0.371], [-0.200, -1.483, 1.696], [-0.314, 0.219, 2.230], [1.694, 1.274, -0.190], [1.371, -0.195, -2.145], [-0.193, -1.976, -0.534]],
  "mulliken_charge": [-1.48, 1.03, -0.64, -0.42, 0.05, -0.57, -0.54, 0.38, 0.33, 0.35, 0.19, 0.29, 0.39, 0.19, 0.44]
}

***

(4)
{
  "formula": "C5H8O2",
  "method": "ωB97M-V/def2-TZVPD",
  "homo_energy_ev": -9.0,
  "e_above_lowest_kcal_mol": 94.1,
  "orbital_gap_ev": 9.1,
  "total_charge": 0,
  "e_tot_ev": -9405.7500,
  "symbols": ["O", "C", "C", "C", "O", "C", "C", "H", "H", "H", "H", "H", "H", "H", "H"],
  "positions_angstrom": [[-0.442, 1.628, 0.659], [0.553, 1.300, -0.301], [1.059, -0.135, -0.214], [-0.136, -1.082, -0.130], [0.300, -2.415, -0.214], [-1.083, -0.809, 0.956], [-1.080, 0.585, 1.354], [-0.508, 0.334, 2.295], [1.376, 2.011, -0.168], [0.122, 1.479, -1.294], [1.694, -0.287, 0.667], [1.668, -0.375, -1.090], [-0.838, -0.837, -0.977], [-0.341, -2.934, 0.293], [-2.035, 0.982, 1.719]],
  "mulliken_charge": [-0.38, -0.42, -0.62, 0.61, -0.49, -1.04, -0.03, 0.26, 0.31, 0.28, 0.28, 0.32, 0.14, 0.39, 0.39]
}

***

(5)
{
  "formula": "C5H8O2",
  "method": "ωB97M-V/def2-TZVPD",
  "homo_energy_ev": -8.5,
  "e_above_lowest_kcal_mol": 104.4,
  "orbital_gap_ev": 8.8,
  "total_charge": 0,
  "e_tot_ev": -9405.3044,
  "symbols": ["O", "C", "C", "C", "C", "O", "C", "H", "H", "H", "H", "H", "H", "H", "H"],
  "positions_angstrom": [[0.355, -1.513, -1.323], [1.210, -0.977, -0.309], [0.635, 0.171, 0.413], [-1.242, -0.492, 1.200], [-1.604, 0.787, 0.494], [-2.593, 1.468, 0.627], [-0.332, 1.065, -0.318], [0.846, -2.209, -1.788], [1.555, -1.764, 0.380], [2.119, -0.521, -0.754], [0.126, -0.114, 1.517], [-1.357, -1.367, 0.556], [-1.666, -0.669, 2.196], [-0.493, 0.746, -1.356], [-0.065, 2.127, -0.295]],
  "mulliken_charge": [-0.52, -0.55, -0.22, -0.74, 0.36, -0.54, -0.38, 0.30, 0.37, 0.35, 0.26, 0.30, 0.39, 0.27, 0.34]
}

***

(6)
{
  "formula": "C5H8O2",
  "method": "ωB97M-V/def2-TZVPD",
  "homo_energy_ev": -10.1,
  "smiles": "CC1(OC=O)CC1",
  "e_above_lowest_kcal_mol": 28.5,
  "orbital_gap_ev": 11.2,
  "total_charge": 0,
  "e_tot_ev": -9408.5974,
  "symbols": ["C", "C", "O", "C", "O", "C", "C", "H", "H", "H", "H", "H", "H", "H", "H"],
  "positions_angstrom": [[0.462, -1.303, -0.384], [0.147, 0.085, 0.129], [-1.233, 0.264, 0.483], [-2.219, -0.276, -0.240], [-2.170, -0.716, -1.361], [0.917, 1.291, -0.323], [1.020, 0.811, 1.103], [1.303, -1.287, -1.080], [-0.389, -1.666, -0.964], [0.688, -1.990, 0.438], [-3.127, -0.288, 0.378], [1.768, 1.103, -0.974], [0.397, 2.224, -0.510], [1.933, 0.338, 1.457], [0.502, 1.410, 1.848]],
  "mulliken_charge": [-1.39, 1.16, -0.31, 0.10, -0.51, -0.80, -0.66, 0.35, 0.43, 0.27, 0.38, 0.23, 0.26, 0.25, 0.24]
}

***

(7)
{
  "formula": "C5H8O2",
  "method": "ωB97M-V/def2-TZVPD",
  "homo_energy_ev": -9.8,
  "smiles": "C=C1[C@H]2O[C@H]2[C@H]1O.[H][H]",
  "e_above_lowest_kcal_mol": 92.0,
  "orbital_gap_ev": 10.8,
  "total_charge": 0,
  "e_tot_ev": -9405.8408,
  "symbols": ["C", "C", "C", "O", "C", "C", "O", "H", "H", "H", "H", "H", "H", "H", "H"],
  "positions_angstrom": [[0.110, 0.104, -2.076], [-0.307, 0.098, -0.820], [-1.065, -0.858, 0.049], [-0.275, -1.015, 1.241], [-1.120, 0.128, 1.141], [-0.317, 1.147, 0.314], [0.893, 1.587, 0.847], [-0.066, -0.740, -2.739], [0.636, 0.964, -2.485], [-1.749, -1.661, -0.205], [-1.864, 0.282, 1.918], [-0.895, 2.035, 0.040], [1.369, 0.791, 1.129], [2.782, -1.488, 0.750], [2.049, -1.456, 0.883]],
  "mulliken_charge": [-0.86, 0.30, -0.14, -0.39, -0.25, -0.27, -0.51, 0.27, 0.27, 0.43, 0.42, 0.42, 0.32, 0.23, -0.24]
}

***

(8)
{
  "formula": "C5H8O2",
  "method": "ωB97M-V/def2-TZVPD",
  "homo_energy_ev": [-7.3, -7.6],
  "e_above_lowest_kcal_mol": 113.2,
  "orbital_gap_ev": [7.8, 8.5],
  "total_charge": 0,
  "e_tot_ev": -9404.9239,
  "symbols": ["C", "C", "O", "C", "C", "O", "C", "H", "H", "H", "H", "H", "H", "H", "H"],
  "positions_angstrom": [[2.698, -0.014, -0.073], [1.300, -0.128, 0.423], [0.364, 0.609, -0.091], [-0.911, 0.532, 0.252], [-2.045, 0.883, -0.676], [-2.687, -0.366, -0.334], [-1.572, -0.794, 0.461], [3.272, -0.884, 0.271], [2.721, 0.003, -1.165], [3.210, 0.878, 0.311], [1.057, -0.691, 1.315], [-2.669, 1.737, -0.379], [-1.802, 0.948, -1.747], [-0.973, -1.609, -0.010], [-1.897, -1.121, 1.455]],
  "mulliken_charge": [-1.03, -0.06, -0.28, 0.24, -0.26, -0.39, -0.45, 0.31, 0.27, 0.27, 0.43, 0.20, 0.22, 0.30, 0.23]
}

***

(9)
{
  "formula": "C5H8O2",
  "method": "ωB97M-V/def2-TZVPD",
  "homo_energy_ev": -9.6,
  "smiles": "O[C@H]1C[C@@]2(O)C[C@@H]12",
  "e_above_lowest_kcal_mol": 49.8,
  "orbital_gap_ev": 10.4,
  "total_charge": 0,
  "e_tot_ev": -9407.6712,
  "symbols": ["O", "C", "C", "C", "O", "C", "C", "H", "H", "H", "H", "H", "H", "H", "H"],
  "positions_angstrom": [[-1.007, 1.937, 0.892], [-0.278, 0.737, 0.976], [-1.025, -0.517, 0.467], [0.250, -0.874, -0.301], [0.861, -2.116, -0.264], [0.469, 0.130, -1.377], [0.893, 0.463, 0.032], [-0.409, 2.655, 1.140], [0.065, 0.551, 2.002], [-1.326, -1.242, 1.230], [-1.881, -0.271, -0.171], [0.499, -2.653, -0.981], [1.317, -0.120, -2.008], [-0.367, 0.610, -1.888], [1.934, 0.711, 0.244]],
  "mulliken_charge": [-0.54, 0.15, -0.95, 0.66, -0.51, -0.85, -0.38, 0.31, 0.28, 0.28, 0.30, 0.35, 0.30, 0.20, 0.38]
}

***

(10)
{
  "formula": "C5H8O2",
  "method": "ωB97M-V/def2-TZVPD",
  "homo_energy_ev": -10.1,
  "smiles": "C#C[C@H](O)CCO",
  "e_above_lowest_kcal_mol": 59.1,
  "orbital_gap_ev": 10.9,
  "total_charge": 0,
  "e_tot_ev": -9407.2700,
  "symbols": ["C", "C", "C", "O", "C", "C", "O", "H", "H", "H", "H", "H", "H", "H", "H"],
  "positions_angstrom": [[1.698, -1.221, 1.258], [0.864, -0.369, 1.080], [-0.230, 0.610, 0.904], [-1.436, 0.079, 1.431], [-0.500, 0.996, -0.566], [0.005, 0.008, -1.613], [-0.552, -1.278, -1.471], [2.438, -1.975, 1.417], [0.050, 1.517, 1.459], [-1.286, -0.119, 2.365], [-1.586, 1.089, -0.656], [-0.066, 1.981, -0.767], [-0.288, 0.365, -2.607], [1.104, -0.032, -1.591], [-0.214, -1.652, -0.645]],
  "mulliken_charge": [0.08, -0.72, 0.18, -0.53, -0.57, -0.62, -0.52, 0.42, 0.31, 0.32, 0.29, 0.35, 0.39, 0.31, 0.32]
}

***

(11)
{
  "formula": "C5H8O2",
  "method": "ωB97M-V/def2-TZVPD",
  "homo_energy_ev": -7.9,
  "e_above_lowest_kcal_mol": 104.1,
  "orbital_gap_ev": 8.6,
  "total_charge": 0,
  "e_tot_ev": -9405.3182,
  "symbols": ["O", "C", "C", "C", "O", "C", "C", "H", "H", "H", "H", "H", "H", "H", "H"],
  "positions_angstrom": [[2.044, 0.218, -0.666], [1.095, 0.202, 0.378], [0.012, 1.260, 0.121], [-1.152, 0.312, -0.164], [-2.314, 0.621, 0.391], [-1.036, -0.900, -0.840], [0.157, -1.052, 0.372], [2.638, -0.531, -0.532], [1.595, 0.365, 1.350], [-0.189, 1.887, 0.993], [0.200, 1.900, -0.748], [-2.886, -0.057, -0.033], [0.353, -1.899, -0.257], [-0.398, -0.886, -1.724], [-0.119, -1.439, 1.359]],
  "mulliken_charge": [-0.54, 0.29, -0.81, 0.57, -0.49, -0.81, -0.80, 0.32, 0.32, 0.30, 0.30, 0.47, 0.40, 0.19, 0.28]
}

***

(12)
{
  "formula": "C5H8O2",
  "method": "ωB97M-V/def2-TZVPD",
  "homo_energy_ev": -10.0,
  "smiles": "O=CCCCC=O",
  "e_above_lowest_kcal_mol": 32.8,
  "orbital_gap_ev": 10.6,
  "total_charge": 0,
  "e_tot_ev": -9408.4105,
  "symbols": ["O", "C", "C", "C", "C", "C", "O", "H", "H", "H", "H", "H", "H", "H", "H"],
  "positions_angstrom": [[2.250, -1.291, 1.373], [1.453, -0.998, 0.514], [1.485, 0.331, -0.186], [0.388, 0.619, -1.219], [-0.916, 1.156, -0.583], [-1.806, 0.022, -0.133], [-2.896, 0.098, 0.377], [0.638, -1.710, 0.305], [1.374, 1.090, 0.599], [2.539, 0.481, -0.449], [0.698, 1.214, -2.079], [0.149, -0.324, -1.738], [-0.722, 1.731, 0.322], [-1.412, 1.704, -1.382], [-1.518, -1.049, -0.324]],
  "mulliken_charge": [-0.48, 0.00, -0.50, -0.77, -0.41, -0.02, -0.47, 0.31, 0.27, 0.40, 0.37, 0.39, 0.32, 0.32, 0.25]
}

***

Question: Which formula does entry 6 have?
Answer: C5H8O2